C8H10N2 | the ωB97M-V functional and the def2-TZVPD basis

The geometry in XYZ format:
```
20
Properties=species:S:1:pos:R:3:forces:R:3
C -2.655 -1.371 -0.157 2.14 2.76 -0.37
C -2.642 0.036 -0.426 1.99 -1.69 0.68
C -1.496 -2.091 0.201 -0.84 5.36 -1.21
C -1.439 0.696 -0.339 -0.40 -1.52 0.12
C -0.323 -1.362 0.333 -1.59 -0.34 -0.57
C -0.226 0.051 0.038 -1.78 -1.62 0.32
C 0.937 0.688 0.274 4.64 -0.50 1.32
C 1.328 2.143 0.057 -4.18 -2.24 -1.25
N 4.012 -0.734 0.317 -0.36 0.38 0.33
N 4.218 -1.524 -0.493 -0.04 -1.15 -1.29
H -3.566 -1.787 -0.113 -3.10 -1.92 -0.03
H -3.459 0.692 -0.608 -1.06 -0.31 -0.21
H -1.695 -3.045 0.438 0.25 -3.46 0.93
H -1.561 1.716 -0.475 0.68 2.04 -0.25
H 0.432 -1.953 0.750 1.82 -0.11 0.41
H 0.769 2.759 0.734 0.07 0.60 0.70
H 0.810 2.324 -0.928 1.44 0.58 0.43
H 2.351 2.167 0.173 2.09 0.86 -0.32
H 1.856 0.003 0.621 -2.30 1.54 -0.72
H 3.442 -1.944 -1.169 0.53 0.74 0.95
```
Positions in Å, forces in eV/Å.

## Properties
<S²>: 2.06
energy above the lowest of the compared OMol25 structures with the same formula, charge and spin: 0.0 kJ/mol
2S+1: 3
frontier orbital gap (alpha / beta): 7.7926 / 9.0753 eV
LUMO level (alpha / beta): 1.024 / -0.260 eV
molecular weight: 134.18 g/mol
HOMO energy (alpha / beta): -6.77 / -9.34 eV